{
  "formula": "C40H53NO18P2",
  "method": "ωB97M-V with the def2-TZVPD basis set",
  "symbols": ["C", "C", "C", "C", "C", "C", "C", "P", "O", "C", "C", "N", "C", "C", "C", "O", "P", "C", "C", "C", "C", "H", "H", "H", "H", "H", "H", "H", "H", "H", "H", "H", "H", "H", "H", "H", "H", "H", "H", "H", "H", "H", "H", "H", "H", "H", "H", "H", "H", "H", "H", "H", "H", "H", "H", "H", "H", "H", "O", "C", "C", "C", "O", "C", "O", "C", "C", "O", "H", "H", "H", "H", "O", "C", "C", "C", "O", "C", "O", "C", "C", "O", "H", "H", "H", "H", "O", "C", "C", "C", "O", "C", "O", "C", "C", "O", "H", "H", "H", "H", "O", "C", "C", "C", "O", "C", "O", "C", "C", "O", "H", "H", "H", "H"],
  "positions_angstrom": [[1.8399, -0.0549, 1.3537], [0.9446, 1.1880, 1.1836], [0.1280, 1.2652, -0.1298], [0.3173, 2.5389, -0.9560], [1.3335, 2.4429, -2.1128], [2.2940, 1.2508, -2.0044], [3.5985, 1.4430, -2.7717], [5.0433, 0.4993, -2.1003], [4.3358, -0.9233, -1.6117], [4.0071, -1.8341, -2.6632], [3.1482, -2.9930, -2.1610], [1.7359, -2.6722, -1.9988], [0.9629, -3.8146, -1.5115], [-0.4589, -3.4456, -1.0963], [-0.9545, -4.2132, 0.1309], [-1.3278, -3.6976, -2.2198], [5.0373, 1.3814, -0.0983], [4.5621, 3.1531, -0.1872], [4.3662, 3.7245, 1.2274], [6.7941, 1.3329, 0.4439], [6.8813, 0.6615, 1.8252], [1.6855, -0.5236, 2.3289], [1.6368, -0.8022, 0.5813], [2.8991, 0.1996, 1.2820], [1.5537, 2.0924, 1.2787], [0.2333, 1.2119, 2.0159], [-0.9327, 1.2352, 0.1409], [0.3181, 0.3811, -0.7387], [-0.6522, 2.8265, -1.3749], [0.6133, 3.3480, -0.2806], [1.9234, 3.3678, -2.1294], [0.8151, 2.4107, -3.0766], [2.5284, 1.0693, -0.9502], [1.7916, 0.3513, -2.3662], [3.5052, 1.1729, -3.8284], [3.8883, 2.4968, -2.7284], [4.9468, -2.2527, -3.0419], [3.5185, -1.3119, -3.4962], [3.5385, -3.2666, -1.1730], [3.2896, -3.8450, -2.8424], [1.3666, -2.3924, -2.9012], [0.8821, -4.6138, -2.2646], [1.5044, -4.2305, -0.6553], [-0.4709, -2.3804, -0.8788], [-0.9100, -3.5951, 1.0293], [-1.9938, -4.5103, -0.0272], [-0.3768, -5.1250, 0.3045], [-1.7475, -2.8857, -2.4724], [3.6132, 3.1803, -0.7232], [5.2972, 3.7583, -0.7271], [3.6450, 4.5433, 1.2147], [3.9948, 2.9575, 1.9154], [5.3049, 4.1051, 1.6363], [7.3272, 0.7310, -0.2987], [7.2649, 2.3200, 0.4412], [7.7645, 0.9622, 2.3900], [6.8869, -0.4216, 1.6808], [5.9871, 0.8792, 2.4159], [5.0482, -1.0687, 3.9016], [5.5939, -2.1136, 4.1983], [6.0611, -2.4673, 5.5193], [6.6660, -3.6516, 5.6903], [7.1385, -4.0875, 6.8446], [6.8768, -4.6298, 4.5515], [7.4531, -5.6649, 4.8355], [6.3890, -4.2871, 3.2373], [5.7786, -3.1040, 3.0626], [5.2843, -2.6920, 1.9108], [5.9113, -1.7627, 6.3249], [7.5232, -4.9668, 6.6621], [6.5281, -4.9981, 2.4355], [4.8906, -1.8086, 2.0601], [-3.0074, 2.7375, -0.2295], [-3.8190, 2.8194, 0.6762], [-4.0581, 1.7995, 1.6692], [-5.0444, 1.9886, 2.5550], [-5.3954, 1.1077, 3.4835], [-5.9000, 3.2350, 2.5702], [-6.7812, 3.2696, 3.4082], [-5.6229, 4.2798, 1.6087], [-4.6478, 4.0849, 0.7097], [-4.3233, 4.9461, -0.2422], [-3.4608, 0.8982, 1.6384], [-6.1460, 1.5216, 3.9584], [-6.2294, 5.1739, 1.6317], [-3.5936, 4.5361, -0.7493], [-8.6534, -3.5946, -1.3427], [-8.2520, -2.6166, -0.7393], [-7.6865, -2.6406, 0.5935], [-7.2610, -1.4916, 1.1416], [-6.6782, -1.4052, 2.3248], [-7.3993, -0.1731, 0.4151], [-6.9356, 0.8152, 0.9543], [-7.9680, -0.1401, -0.9105], [-8.3467, -1.2949, -1.4709], [-8.8241, -1.4045, -2.7033], [-7.5967, -3.5943, 1.0938], [-6.4315, -0.4711, 2.4796], [-8.0184, 0.8231, -1.3927], [-9.0146, -2.3542, -2.8333], [-6.6772, 1.6286, -2.8641], [-5.4796, 1.7319, -3.0610], [-4.7203, 2.9321, -2.8093], [-3.3941, 2.9093, -3.0041], [-2.5953, 3.9386, -2.7885], [-2.6703, 1.6701, -3.4924], [-1.4660, 1.7752, -3.6390], [-3.4350, 0.4682, -3.7457], [-4.7624, 0.4893, -3.5441], [-5.5589, -0.5467, -3.7330], [-5.2458, 3.8062, -2.4493], [-1.6918, 3.6346, -3.0039], [-2.9094, -0.4130, -4.0859], [-6.4702, -0.2537, -3.5345]],
  "forces_ev_per_angstrom": [[-0.03, -0.04, 0.03], [-0.05, -0.11, 0.02], [-0.46, -0.01, 0.35], [-0.02, 0.04, -0.27], [0.27, 0.13, -0.05], [-0.11, 0.11, 0.03], [0.03, -0.09, -0.08], [0.27, 0.34, -0.37], [-0.56, -0.14, 0.01], [0.27, -0.25, 0.04], [0.11, 0.31, 0.27], [-0.09, 0.15, -0.06], [0.23, -0.03, 0.19], [-0.01, -0.07, -0.16], [-0.14, -0.19, -0.12], [0.34, -0.42, 0.15], [-0.40, -0.55, 0.68], [0.20, 0.20, -0.03], [0.05, -0.13, 0.04], [0.33, -0.07, -0.09], [-0.24, 0.00, -0.17], [-0.01, 0.00, -0.06], [0.00, -0.01, 0.03], [-0.09, -0.06, -0.05], [0.00, -0.02, 0.03], [0.12, 0.12, -0.04], [0.08, -0.14, -0.07], [-0.03, -0.04, -0.02], [0.13, 0.01, 0.18], [-0.06, -0.01, -0.01], [-0.02, -0.05, -0.04], [0.06, -0.07, 0.12], [-0.06, -0.05, -0.12], [0.06, -0.09, 0.16], [-0.10, 0.16, 0.03], [0.16, -0.02, -0.23], [-0.07, -0.01, -0.13], [-0.09, -0.02, 0.06], [0.00, -0.12, -0.16], [0.14, -0.02, 0.02], [-0.06, 0.06, -0.02], [0.03, -0.06, 0.11], [-0.04, 0.11, -0.02], [0.02, 0.21, 0.03], [0.11, -0.07, -0.02], [0.07, 0.09, 0.05], [-0.04, 0.06, -0.01], [-0.32, 0.51, -0.13], [0.05, 0.08, -0.01], [-0.16, -0.02, -0.13], [0.08, 0.04, 0.01], [-0.03, 0.10, -0.08], [-0.05, -0.05, -0.01], [0.11, 0.12, 0.09], [-0.15, 0.02, -0.02], [0.04, -0.08, -0.06], [0.12, 0.03, 0.15], [0.21, 0.08, 0.07], [-0.13, 0.13, 0.12], [0.01, -0.09, -0.07], [-0.01, 0.09, 0.05], [-0.01, 0.01, -0.05], [-0.03, 0.15, 0.15], [-0.05, 0.04, -0.11], [0.02, -0.06, 0.03], [0.04, -0.08, -0.06], [-0.03, -0.02, 0.08], [0.02, -0.13, -0.12], [0.01, -0.01, 0.01], [0.04, -0.10, -0.07], [-0.01, 0.02, -0.02], [0.01, 0.08, 0.04], [0.09, -0.09, 0.20], [-0.11, -0.12, 0.07], [0.15, -0.08, 0.06], [0.11, 0.02, -0.08], [0.05, -0.14, -0.02], [0.06, 0.11, -0.16], [-0.03, 0.00, 0.09], [-0.10, 0.05, 0.03], [0.02, -0.01, -0.01], [-0.11, 0.12, 0.10], [-0.01, 0.00, 0.02], [-0.06, 0.10, 0.06], [0.01, 0.00, -0.03], [0.13, -0.01, -0.05], [-0.02, -0.05, -0.03], [0.06, 0.02, 0.11], [-0.01, -0.09, 0.02], [-0.06, 0.05, -0.02], [-0.04, -0.12, 0.05], [0.32, 0.02, -0.37], [-0.16, 0.06, 0.30], [-0.19, 0.01, 0.16], [-0.02, -0.01, 0.01], [0.03, 0.14, -0.07], [0.02, 0.01, 0.02], [0.03, 0.04, -0.01], [-0.11, -0.09, -0.08], [-0.02, -0.10, 0.03], [-0.03, 0.02, -0.32], [0.11, 0.16, 0.28], [-0.04, 0.09, -0.12], [-0.09, -0.14, -0.16], [-0.16, 0.22, -0.06], [-0.06, -0.04, 0.04], [-0.06, -0.04, -0.07], [0.04, -0.06, 0.03], [0.04, 0.10, -0.05], [0.06, -0.17, -0.08], [0.00, -0.01, -0.03], [0.11, -0.06, 0.00], [-0.02, 0.00, -0.03], [-0.04, 0.07, 0.07]],
  "lowdin_charge": [-0.112, -0.229, -0.207, -0.187, -0.192, -0.275, -0.408, 0.789, -0.474, -0.275, -0.214, -0.060, -0.196, -0.404, -0.041, -0.045, 0.839, -0.446, -0.161, -0.461, -0.180, 0.065, 0.059, 0.004, 0.088, 0.096, 0.083, 0.089, 0.064, 0.109, 0.096, 0.092, 0.057, 0.103, 0.070, 0.060, 0.110, 0.106, 0.121, 0.119, 0.113, 0.129, 0.117, 0.125, 0.076, 0.078, 0.075, 0.066, 0.034, 0.079, 0.066, 0.054, 0.066, 0.049, 0.071, 0.069, 0.055, 0.041, 0.094, -0.309, 0.073, -0.235, 0.118, -0.315, 0.100, 0.071, -0.233, 0.109, 0.135, 0.118, 0.135, 0.108, 0.090, -0.282, 0.075, -0.257, 0.096, -0.318, 0.113, 0.084, -0.221, 0.113, 0.139, 0.127, 0.137, 0.093, 0.107, -0.309, 0.078, -0.222, 0.124, -0.281, 0.114, 0.067, -0.231, 0.114, 0.136, 0.091, 0.115, 0.120, 0.088, -0.289, 0.068, -0.247, 0.108, -0.294, 0.100, 0.080, -0.222, 0.124, 0.137, 0.113, 0.132, 0.106],
  "smiles": "CCCCCCCP(OCCNC[C@H](C)O)#P(CC)CC.O=C1C=C(O)C(=O)C=C1O.O=C1C=C(O)C(=O)C=C1O.O=C1C=C(O)C(=O)C=C1O.O=C1C=C(O)C(=O)C=C1O",
  "homo_lumo_gap_ha": 0.2161,
  "lumo_ha": -0.0628
}